1.
DFT (the ωB97M-V functional and the def2-TZVPD basis) results for a cluster of 6 separate species, C27H56Br10NOP in total.

The gap between HOMO and LUMO is 7.3 eV. The calculation puts the lowest unoccupied orbital energy at 0.010 Ha. As for the maximum force: 0.0354 hartree/bohr. The HOMO energy is -7.057 eV.

Structure (ORCA input):
```
! RIJCOSX wB97M-V def2-TZVPD def2/J DEFGRID3
* xyz 0 1
C 4.431 -0.744 -0.443
C 4.235 0.723 -0.067
O 3.649 1.490 -1.120
P 1.994 1.530 -1.123
C 1.563 3.296 -0.825
C 1.210 3.612 0.647
C -0.273 3.904 0.851
C -1.196 2.699 0.618
C -2.487 2.752 1.466
N -3.642 3.366 0.804
C 1.603 1.265 -2.922
C 0.248 0.539 -3.079
C -0.839 1.268 -3.889
C -0.984 2.752 -3.545
C -2.187 0.561 -3.647
C -2.714 0.730 -2.210
C -3.682 -0.322 -1.702
C -3.261 -1.277 -0.824
C -3.808 -1.440 0.577
C -2.135 -2.222 -1.221
H 3.703 -1.402 0.032
H 4.380 -0.886 -1.523
H 5.425 -1.073 -0.131
H 3.657 0.798 0.858
H 5.206 1.174 0.140
H 2.389 3.918 -1.174
H 0.707 3.530 -1.462
H 1.552 2.807 1.304
H 1.760 4.516 0.921
H -0.579 4.736 0.209
H -0.413 4.247 1.882
H -1.512 2.679 -0.426
H -0.677 1.770 0.871
H -2.776 1.735 1.738
H -2.295 3.294 2.393
H -3.496 4.361 0.690
H -3.772 2.956 -0.114
H 1.655 2.209 -3.468
H 2.416 0.635 -3.284
H 0.449 -0.398 -3.605
H -0.107 0.251 -2.089
H -0.569 1.202 -4.947
H -0.172 3.367 -3.933
H -1.093 2.927 -2.475
H -1.898 3.128 -4.014
H -2.925 0.923 -4.368
H -2.049 -0.503 -3.860
H -1.877 0.709 -1.515
H -3.215 1.693 -2.087
H -4.685 -0.308 -2.129
H -3.939 -0.468 1.045
H -3.096 -2.054 1.130
H -4.778 -1.953 0.600
H -2.396 -3.191 -0.796
H -1.142 -1.923 -0.862
H -2.120 -2.314 -2.303
Br 2.926 4.510 -3.724
C 3.916 6.175 -3.866
C 4.855 6.349 -2.701
Br 3.904 6.849 -1.081
H 3.184 6.973 -3.936
H 4.474 6.112 -4.798
H 5.554 7.159 -2.894
H 5.401 5.439 -2.473
Br -4.321 -5.003 0.429
C -4.166 -5.651 2.253
C -3.703 -4.564 3.188
Br -1.791 -4.253 2.968
H -3.471 -6.485 2.235
H -5.158 -6.009 2.519
H -3.822 -4.863 4.229
H -4.211 -3.618 3.020
Br -0.778 0.745 4.370
C -1.990 -0.547 5.171
C -3.088 -0.948 4.223
Br -4.461 0.418 4.058
H -2.370 -0.102 6.085
H -1.371 -1.408 5.413
H -3.603 -1.829 4.601
H -2.716 -1.143 3.223
Br 6.926 -2.566 -2.741
C 7.790 -0.830 -2.865
C 8.810 -0.634 -1.775
Br 7.975 -0.251 -0.062
H 7.002 -0.083 -2.836
H 8.273 -0.815 -3.840
H 9.435 0.230 -1.991
H 9.436 -1.509 -1.631
Br -3.005 -9.801 6.980
C -3.200 -8.814 5.319
C -2.316 -7.595 5.283
Br -3.013 -6.158 6.392
H -4.252 -8.565 5.225
H -2.915 -9.507 4.531
H -2.270 -7.186 4.275
H -1.310 -7.797 5.634
*
```



2.
DFT (the ωB97M-V functional and the def2-TZVPD basis) results for a structure of composition C27H56Ca2NO8.

The gap between HOMO and LUMO is 1.8 eV. Its energy above the lowest of the compared OMol25 structures with the same formula, charge and spin is 169.29 kcal per mole. The calculation puts the lowest unoccupied orbital energy at -0.475 Ha. As for the maximum force: 0.1373 hartree/bohr. The HOMO energy is -14.753 eV.

Structure (ORCA input):
```
! RIJCOSX wB97M-V def2-TZVPD def2/J DEFGRID3
* xyz 3 1
Ca -1.640 2.604 3.860
Ca 0.345 -0.375 4.078
O -0.491 0.736 0.117
C -0.275 0.388 1.371
O -0.581 1.172 2.266
O 0.209 -0.698 1.714
H -0.179 -0.097 -0.245
C 0.203 -2.611 -3.684
C -0.614 -3.414 -4.682
C -1.751 -4.044 -3.894
O -1.552 -3.634 -2.545
C -0.190 -3.252 -2.352
H -0.136 -1.582 -3.801
H 1.284 -2.639 -3.824
H -0.060 -4.174 -5.234
H -0.969 -2.742 -5.464
H -1.656 -5.129 -3.867
H -2.747 -3.780 -4.251
H 0.454 -4.060 -2.006
H -0.194 -2.482 -1.581
C 2.354 0.333 -3.177
C 0.870 0.728 -2.884
C 1.039 2.199 -2.404
O 2.210 2.660 -3.104
C 2.755 1.606 -3.891
H 2.549 -0.477 -3.881
H 2.904 0.188 -2.247
H 0.382 0.044 -2.190
H 0.335 0.766 -3.833
H 1.215 2.313 -1.334
H 0.204 2.825 -2.720
H 3.839 1.635 -4.000
H 2.300 1.668 -4.879
C -3.453 -3.555 1.223
C -3.622 -3.012 2.589
C -3.767 -1.513 2.374
O -3.498 -1.304 1.012
C -2.860 -2.447 0.452
H -4.463 -3.783 0.884
H -2.843 -4.456 1.152
H -2.690 -3.154 3.135
H -4.470 -3.408 3.148
H -3.052 -1.022 3.035
H -4.700 -1.084 2.739
H -1.771 -2.467 0.501
H -3.159 -2.653 -0.576
C 3.785 -3.044 0.467
C 4.524 -3.629 -0.717
C 3.396 -3.945 -1.738
O 2.600 -2.772 -1.542
C 2.519 -2.468 -0.149
H 4.346 -2.312 1.047
H 3.517 -3.839 1.162
H 5.110 -4.507 -0.444
H 5.282 -2.928 -1.066
H 2.809 -4.830 -1.495
H 3.720 -4.069 -2.772
H 1.619 -2.912 0.278
H 2.467 -1.387 -0.020
C 3.627 0.824 1.333
C 5.110 0.623 1.595
C 5.372 1.397 2.850
O 4.315 2.360 2.963
C 3.390 2.264 1.875
H 3.023 0.092 1.870
H 3.360 0.718 0.281
H 5.688 1.063 0.783
H 5.481 -0.402 1.622
H 6.385 1.798 2.851
H 5.340 0.698 3.685
H 3.683 2.955 1.084
H 2.361 2.479 2.164
C -1.104 4.379 0.743
C -2.477 3.659 0.681
N -2.994 3.289 2.006
C -3.822 4.354 2.675
C -3.020 5.667 3.054
C -3.906 2.110 1.815
C -4.971 2.241 0.766
H -1.196 5.367 1.194
H -0.742 4.518 -0.276
H -0.331 3.832 1.283
H -3.208 4.208 0.087
H -2.139 2.772 0.145
H -4.588 4.634 1.951
H -4.396 3.981 3.524
H -3.588 6.154 3.846
H -1.987 5.548 3.380
H -3.046 6.456 2.303
H -4.383 1.785 2.740
H -3.218 1.303 1.561
H -4.551 2.428 -0.222
H -5.736 2.982 0.993
H -5.496 1.289 0.684
*
```



3.
DFT (the ωB97M-V functional and the def2-TZVPD basis) results for a cluster of 2 separate species, C27H56N2O2PS2 in total.

The gap between HOMO and LUMO is 7.4 eV. Its energy above the lowest of the compared OMol25 structures with the same formula, charge and spin is 0.00 kcal per mole. The calculation puts the lowest unoccupied orbital energy at -0.084 Ha. As for the maximum force: 0.0111 hartree/bohr. The HOMO energy is -9.672 eV.

Structure (ORCA input):
```
! RIJCOSX wB97M-V def2-TZVPD def2/J DEFGRID3
* xyz 1 1
C -1.100 -3.686 -0.404
C -1.805 -3.540 -1.758
C -3.152 -2.825 -1.670
C -3.980 -2.873 -2.965
N -4.014 -1.661 -3.801
C -2.739 -0.941 -3.888
C -2.588 -0.031 -5.099
C -1.143 0.419 -5.298
C -0.196 -0.681 -5.813
P 1.415 -0.905 -4.946
C 0.861 -1.370 -3.244
C 1.878 -0.917 -2.185
C 1.433 0.387 -1.520
C 2.544 1.176 -0.877
O 2.618 2.371 -0.882
O 3.461 0.400 -0.237
C 4.855 0.768 -0.385
C 5.644 -0.411 -0.943
C -5.150 -0.842 -3.655
S -5.909 -0.147 -4.911
S -5.642 -0.584 -1.979
C -7.402 -0.165 -2.129
C -8.066 -0.260 -0.759
C -7.600 0.820 0.213
H -0.643 -4.671 -0.300
H -1.802 -3.568 0.424
H -0.296 -2.958 -0.279
H -1.143 -3.035 -2.468
H -1.984 -4.531 -2.184
H -3.730 -3.325 -0.887
H -3.028 -1.791 -1.335
H -3.619 -3.686 -3.603
H -5.012 -3.115 -2.723
H -2.576 -0.332 -2.984
H -1.955 -1.703 -3.893
H -3.211 0.853 -4.958
H -2.966 -0.535 -5.991
H -0.753 0.869 -4.378
H -1.158 1.221 -6.039
H -0.698 -1.654 -5.792
H 0.062 -0.489 -6.856
H 1.682 0.461 -4.667
H -0.119 -0.938 -3.018
H 0.746 -2.455 -3.231
H 2.017 -1.693 -1.431
H 2.862 -0.764 -2.642
H 0.966 1.054 -2.247
H 0.672 0.178 -0.760
H 5.222 1.060 0.601
H 4.909 1.645 -1.028
H 4.960 -1.213 -1.219
H 6.190 -0.124 -1.841
H 6.360 -0.801 -0.221
H -7.827 -0.881 -2.831
H -7.497 0.832 -2.556
H -9.143 -0.176 -0.923
H -7.878 -1.254 -0.345
H -7.563 1.789 -0.290
H -8.285 0.917 1.055
H -6.602 0.604 0.598
C 3.938 0.631 7.491
C 4.002 2.107 7.102
C 3.009 2.625 6.071
N 3.058 2.046 4.667
C 2.322 3.028 3.774
C 2.106 2.524 2.361
C 1.387 1.182 2.363
C 2.155 0.181 3.213
C 2.360 0.704 4.624
C 4.474 1.925 4.219
H 4.377 -0.026 6.739
H 4.505 0.473 8.406
H 2.914 0.305 7.677
H 5.019 2.378 6.813
H 3.788 2.704 7.991
H 3.176 3.694 5.940
H 1.983 2.487 6.412
H 1.367 3.217 4.269
H 2.907 3.947 3.788
H 1.528 3.276 1.824
H 3.052 2.444 1.822
H 1.289 0.811 1.346
H 0.372 1.301 2.757
H 3.114 -0.054 2.745
H 1.615 -0.763 3.289
H 2.958 0.018 5.216
H 1.401 0.849 5.122
H 4.978 1.177 4.824
H 4.958 2.892 4.335
H 4.500 1.625 3.177
*
```



4.
DFT (the ωB97M-V functional and the def2-TZVPD basis) results for a structure of composition C27H57F4MnN5O11S4.

Its expectation value of S² is 8.7553. The gap between HOMO and LUMO (spin up / spin down) is 5.4 / 4.6 eV. Its energy above the lowest of the compared OMol25 structures with the same formula, charge and spin is 0.00 kcal per mole. The calculation puts the lowest unoccupied orbital energy (spin up / spin down) at -0.095 / -0.122 Ha. As for the maximum force: 0.0969 hartree/bohr. The HOMO energy (spin up / spin down) is -7.934 / -7.934 eV.

Structure (ORCA input):
```
! RIJCOSX wB97M-V def2-TZVPD def2/J DEFGRID3
* xyz 0 6
Mn -2.166 -3.915 3.708
N -1.703 -3.112 1.961
S -2.722 -2.844 0.699
O -2.423 -3.454 -0.539
O -3.302 -1.560 0.739
F -3.846 -3.777 1.396
S -0.462 -2.106 1.527
O -0.765 -0.749 1.264
O 0.570 -2.721 0.791
F 0.071 -1.927 3.025
N -3.624 -5.147 4.158
S -5.114 -4.857 4.939
O -5.124 -5.207 6.300
O -6.180 -5.051 4.058
F -4.914 -3.281 4.951
S -3.663 -6.736 4.068
O -4.422 -7.323 3.040
O -3.587 -7.395 5.318
F -2.137 -6.812 3.480
C 0.780 -2.610 -6.543
C 0.189 -1.708 -5.449
C -0.897 -2.449 -4.684
C -0.311 -3.453 -3.672
C 0.577 -2.614 -2.765
C 1.810 -1.967 -3.465
N 1.246 -1.218 -4.557
O 2.250 -0.503 -5.274
C 2.309 -1.083 -2.327
C 2.755 -3.136 -3.738
C -0.418 -0.467 -6.118
H 1.476 -2.073 -7.187
H -0.039 -2.894 -7.213
H 1.254 -3.510 -6.157
H -1.713 -1.910 -4.202
H -1.381 -3.051 -5.463
H 0.229 -4.268 -4.154
H -1.196 -3.830 -3.157
H 0.937 -3.142 -1.878
H -0.138 -1.896 -2.344
H 1.573 -0.340 -1.999
H 2.632 -1.586 -1.418
H 3.099 -0.397 -2.672
H 3.204 -3.515 -2.821
H 2.367 -3.897 -4.407
H 3.638 -2.758 -4.277
H -0.889 0.086 -5.306
H -1.175 -0.792 -6.839
H 0.305 0.070 -6.725
H 2.302 0.323 -4.784
C 2.910 -0.181 1.562
C 3.234 0.492 2.896
C 4.462 1.370 2.692
C 4.735 2.356 3.847
C 3.444 3.074 4.261
C 2.205 2.199 4.433
N 2.114 1.372 3.241
O 0.829 0.826 3.013
C 2.151 1.429 5.769
C 1.004 3.160 4.453
C 3.490 -0.597 3.950
H 2.250 -1.040 1.621
H 3.868 -0.466 1.121
H 2.442 0.539 0.886
H 5.353 0.736 2.718
H 4.411 1.915 1.749
H 5.431 3.159 3.605
H 5.154 1.787 4.683
H 3.200 3.700 3.395
H 3.561 3.713 5.139
H 3.091 0.951 6.044
H 1.884 2.096 6.590
H 1.406 0.634 5.696
H 0.992 3.614 3.453
H 0.062 2.609 4.468
H 1.008 3.915 5.233
H 2.581 -1.011 4.389
H 4.173 -0.340 4.757
H 3.905 -1.453 3.404
H 0.490 1.421 2.335
C -1.328 5.129 -0.085
C -2.394 4.030 -0.242
C -3.343 4.378 -1.382
C -2.758 4.126 -2.760
C -2.339 2.664 -2.921
C -1.431 2.184 -1.790
N -1.786 2.723 -0.488
O -0.845 2.341 0.496
C -1.503 0.643 -1.783
C 0.059 2.554 -2.062
C -3.253 3.943 1.027
H -0.445 4.743 0.423
H -1.693 6.006 0.448
H -1.015 5.448 -1.082
H -4.298 3.849 -1.313
H -3.597 5.441 -1.313
H -1.860 4.713 -2.974
H -3.481 4.404 -3.530
H -1.664 2.672 -3.788
H -3.113 2.015 -3.334
H -2.398 0.365 -1.216
H -1.552 0.094 -2.721
H -0.658 0.334 -1.167
H 0.391 3.519 -1.683
H 0.679 1.773 -1.622
H 0.293 2.519 -3.131
H -3.698 4.919 1.230
H -2.620 3.694 1.884
H -4.061 3.220 0.926
H -1.392 2.140 1.263
*
```